No. 1
{"formula": "C5H5NO", "method": "ωB97M-V/def2-TZVPD", "smiles": "N#C[C@H]1C=COC1", "relative_energy_kcal_mol": 39.39, "lumo_energy_ev": 0.75, "orbital_gap_ev": 10.146, "species": ["C", "C", "C", "C", "C", "H", "H", "H", "H", "H", "N", "O"], "xyz": [[1.901, 0.187, -0.196], [0.532, 0.123, 0.530], [-0.222, -1.141, 0.198], [-1.403, 0.625, -0.604], [-0.443, 1.240, 0.055], [0.796, 0.131, 1.632], [0.307, -1.939, -0.399], [-0.616, -1.508, 1.125], [-2.250, 0.838, -1.249], [-0.201, 2.250, 0.326], [2.884, -0.064, -0.781], [-1.284, -0.743, -0.638]]}

No. 2
{"formula": "C3H8NS", "method": "ωB97M-V/def2-TZVPD", "smiles": "C[C@@H](N)C[S-]", "relative_energy_kcal_mol": 11.45, "charge": -1, "lumo_energy_ev": 4.33, "orbital_gap_ev": 6.513, "species": ["C", "C", "C", "S", "N", "H", "H", "H", "H", "H", "H", "H", "H"], "xyz": [[0.535, 0.858, -0.965], [-0.403, 0.214, 0.024], [0.267, -0.141, 1.364], [1.835, -1.021, 1.181], [-0.967, -1.020, -0.547], [0.007, 0.936, -1.918], [0.886, 1.847, -0.664], [1.424, 0.225, -1.066], [-1.236, 0.877, 0.291], [-0.474, -0.778, 1.838], [0.329, 0.785, 1.949], [-0.266, -1.720, -0.699], [-1.936, -1.062, -0.788]]}

No. 3
{"formula": "C20H43N3O6", "method": "ωB97M-V/def2-TZVPD", "smiles": "CCC[C@H](C)C(=O)O[C@@H](O)[C@H](C)CC.CN(C)C=O.CN(C)C=O.CN(C)C=O", "relative_energy_kcal_mol": 3.27, "lumo_energy_ev": 0.74, "orbital_gap_ev": 9.721, "species": ["C", "C", "C", "C", "C", "C", "O", "O", "C", "O", "C", "C", "C", "C", "H", "H", "H", "H", "H", "H", "H", "H", "H", "H", "H", "H", "H", "H", "H", "H", "H", "H", "H", "H", "H", "H", "C", "O", "N", "C", "C", "H", "H", "H", "H", "H", "H", "H", "C", "O", "N", "C", "C", "H", "H", "H", "H", "H", "H", "H", "C", "O", "N", "C", "C", "H", "H", "H", "H", "H", "H", "H"], "xyz": [[0.754, -2.801, -1.978], [0.112, -1.486, -2.489], [-1.415, -1.527, -2.647], [-2.255, -1.059, -1.430], [-2.654, 0.410, -1.565], [-1.581, -1.389, -0.125], [-1.365, -2.525, 0.240], [-1.279, -0.313, 0.610], [-0.653, -0.574, 1.869], [0.666, -1.008, 1.664], [-0.657, 0.718, 2.694], [-1.926, 0.862, 3.537], [-0.386, 1.977, 1.863], [1.022, 2.047, 1.236], [1.628, -3.038, -2.586], [1.010, -2.729, -0.923], [0.027, -3.612, -2.070], [0.544, -1.250, -3.465], [0.396, -0.664, -1.823], [-1.735, -2.533, -2.931], [-1.693, -0.873, -3.479], [-3.174, -1.656, -1.422], [-1.783, 1.070, -1.585], [-3.171, 0.538, -2.520], [-3.353, 0.723, -0.789], [-1.217, -1.349, 2.396], [0.693, -1.965, 1.764], [0.187, 0.587, 3.381], [-2.767, 1.253, 2.961], [-2.201, -0.084, 4.012], [-1.733, 1.570, 4.348], [-1.151, 2.055, 1.088], [-0.516, 2.835, 2.531], [1.710, 1.372, 1.747], [0.966, 1.774, 0.178], [1.388, 3.070, 1.307], [2.703, 5.676, 2.449], [1.733, 4.979, 2.224], [3.549, 5.477, 3.476], [4.696, 6.328, 3.711], [3.294, 4.357, 4.369], [2.981, 6.533, 1.813], [5.620, 5.749, 3.665], [4.629, 6.803, 4.692], [4.734, 7.106, 2.951], [3.307, 3.419, 3.815], [2.315, 4.461, 4.838], [4.063, 4.334, 5.137], [-6.219, -3.228, -3.189], [-5.930, -2.300, -2.459], [-5.554, -4.399, -3.225], [-5.919, -5.473, -4.123], [-4.427, -4.565, -2.323], [-7.060, -3.183, -3.901], [-6.182, -6.373, -3.563], [-5.093, -5.711, -4.796], [-6.778, -5.172, -4.721], [-4.754, -4.463, -1.289], [-3.687, -3.789, -2.520], [-3.980, -5.545, -2.470], [4.927, 0.484, 0.269], [4.685, 0.325, 1.450], [4.218, -0.053, -0.741], [4.567, 0.171, -2.127], [3.063, -0.883, -0.428], [5.776, 1.097, -0.082], [3.746, 0.660, -2.656], [4.788, -0.775, -2.627], [5.447, 0.808, -2.185], [2.331, -0.314, 0.142], [3.374, -1.739, 0.173], [2.599, -1.228, -1.346]]}

No. 4
{"formula": "C44H43N3O4PS2Tc", "method": "ωB97M-V/def2-TZVPD", "multiplicity": 2, "s2": 0.7553, "charge": 1, "lumo_energy_ev": [-2.72, -2.63], "orbital_gap_ev": [7.336, 7.845], "species": ["Tc", "C", "C", "N", "C", "C", "S", "C", "C", "S", "C", "N", "C", "H", "H", "H", "H", "H", "H", "H", "H", "O", "C", "C", "O", "O", "C", "C", "C", "C", "C", "C", "C", "C", "C", "C", "C", "C", "H", "H", "H", "H", "H", "H", "H", "H", "H", "H", "H", "C", "C", "C", "C", "O", "H", "H", "H", "H", "H", "H", "H", "H", "H", "N", "P", "C", "C", "C", "C", "C", "C", "C", "C", "C", "C", "C", "C", "C", "C", "C", "C", "C", "C", "H", "H", "H", "H", "H", "H", "H", "H", "H", "H", "H", "H", "H", "H", "H"], "xyz": [[0.477, 0.606, -0.789], [3.133, 0.579, 1.973], [2.735, 1.863, 1.336], [1.764, 1.999, 0.474], [1.585, 3.318, 0.109], [2.452, 4.185, 0.685], [3.508, 3.339, 1.725], [0.523, 3.601, -0.849], [-0.032, 4.798, -1.141], [-1.165, 4.620, -2.403], [-0.872, 2.942, -2.471], [0.020, 2.537, -1.588], [-1.508, 2.111, -3.526], [2.271, -0.089, 1.981], [3.961, 0.115, 1.435], [3.443, 0.736, 3.005], [2.532, 5.249, 0.540], [0.181, 5.754, -0.693], [-1.414, 1.059, -3.268], [-1.004, 2.295, -4.476], [-2.558, 2.380, -3.647], [1.628, -1.221, -0.264], [2.933, -1.341, -0.926], [3.299, 0.104, -1.376], [4.412, 0.560, -1.392], [2.214, 0.741, -1.723], [3.950, -1.952, 0.026], [5.290, -1.979, -0.358], [6.249, -2.525, 0.477], [5.890, -3.065, 1.706], [4.559, -3.072, 2.083], [3.594, -2.526, 1.244], [2.761, -2.224, -2.159], [2.625, -1.691, -3.437], [2.450, -2.530, -4.529], [2.393, -3.903, -4.355], [2.528, -4.441, -3.082], [2.722, -3.607, -1.994], [1.801, -1.174, 0.684], [5.580, -1.561, -1.311], [7.285, -2.531, 0.165], [6.643, -3.492, 2.354], [4.260, -3.517, 3.023], [2.557, -2.608, 1.553], [2.649, -0.621, -3.592], [2.354, -2.103, -5.518], [2.254, -4.554, -5.207], [2.495, -5.512, -2.937], [2.845, -4.036, -1.007], [-1.047, -2.411, -0.809], [-1.164, -1.625, -2.110], [-0.575, -2.419, -3.267], [-2.641, -1.336, -2.378], [-0.532, -0.329, -2.091], [-1.680, -3.298, -0.873], [-1.390, -1.818, 0.038], [-0.026, -2.743, -0.636], [-1.065, -3.391, -3.342], [0.490, -2.584, -3.114], [-0.714, -1.888, -4.209], [-3.208, -2.266, -2.433], [-2.765, -0.804, -3.323], [-3.064, -0.737, -1.570], [-0.692, 0.780, 0.602], [-1.970, 1.017, 1.494], [-1.602, 1.696, 3.121], [-2.531, 1.589, 4.156], [-2.252, 2.141, 5.395], [-1.046, 2.798, 5.608], [-0.120, 2.906, 4.581], [-0.399, 2.356, 3.338], [-3.126, 2.148, 0.688], [-3.764, 3.186, 1.361], [-4.639, 4.021, 0.680], [-4.889, 3.818, -0.669], [-4.248, 2.789, -1.347], [-3.362, 1.963, -0.675], [-2.838, -0.530, 1.802], [-2.242, -1.444, 2.673], [-2.811, -2.690, 2.866], [-3.976, -3.032, 2.188], [-4.575, -2.125, 1.329], [-4.009, -0.871, 1.136], [-3.465, 1.063, 3.997], [-2.972, 2.055, 6.198], [-0.829, 3.225, 6.578], [0.819, 3.418, 4.746], [0.309, 2.438, 2.528], [-3.575, 3.354, 2.414], [-5.129, 4.829, 1.207], [-5.581, 4.463, -1.193], [-4.441, 2.631, -2.401], [-2.841, 1.175, -1.206], [-1.332, -1.178, 3.200], [-2.349, -3.396, 3.543], [-4.420, -4.008, 2.338], [-5.487, -2.387, 0.810], [-4.489, -0.164, 0.472]]}

No. 5
{"formula": "H24O12", "method": "ωB97M-V/def2-TZVPD", "smiles": "O.O.O.O.O.O.O.O.O.O.O.O", "relative_energy_kcal_mol": 140.11, "lumo_energy_ev": -0.44, "orbital_gap_ev": 9.249, "species": ["H", "H", "H", "H", "H", "H", "H", "H", "H", "H", "H", "H", "H", "H", "H", "H", "H", "H", "H", "H", "H", "H", "H", "H", "O", "O", "O", "O", "O", "O", "O", "O", "O", "O", "O", "O"], "xyz": [[0.614, 0.675, -0.154], [-0.886, 0.824, -0.741], [-1.389, 1.280, -3.159], [-0.025, 1.712, -3.411], [-5.405, 0.444, -0.335], [-4.810, -0.777, 0.383], [-5.484, 1.307, 1.280], [-4.312, 1.735, 0.516], [4.666, 1.599, -2.653], [4.554, 1.833, -1.213], [-2.178, -3.152, 2.153], [-0.742, -3.090, 1.475], [-1.145, -3.225, -2.088], [-2.301, -3.318, -1.204], [0.806, -2.707, 1.643], [0.821, -1.871, 0.450], [3.932, -1.149, 1.681], [3.851, -1.396, 0.136], [2.090, -3.267, -0.176], [3.481, -3.163, -0.391], [3.364, 3.983, 3.272], [2.264, 2.976, 2.976], [-1.021, 4.439, -1.473], [-1.704, 5.675, -1.418], [-0.117, 0.249, -0.699], [-0.608, 1.691, -2.723], [-5.656, -0.500, 0.045], [-4.571, 1.459, 1.407], [5.107, 1.291, -1.849], [-1.671, -3.354, 1.416], [-1.625, -3.884, -1.645], [1.142, -1.848, 1.404], [4.082, -1.759, 0.945], [2.765, -2.577, -0.450], [2.419, 3.868, 3.347], [-1.149, 5.194, -0.891]]}

No. 6
{"formula": "C3F27O9P3PdS3", "method": "ωB97M-V/def2-TZVPD", "multiplicity": 3, "s2": 2.0021, "relative_energy_kcal_mol": 30.16, "charge": -4, "lumo_energy_ev": [8.41, 8.33], "orbital_gap_ev": [8.003, 7.910], "species": ["Pd", "C", "F", "F", "F", "S", "O", "O", "O", "C", "F", "F", "F", "S", "O", "O", "O", "C", "F", "F", "F", "S", "O", "O", "O", "P", "F", "F", "F", "F", "F", "F", "P", "F", "F", "F", "F", "F", "F", "P", "F", "F", "F", "F", "F", "F"], "xyz": [[-1.297, 7.712, -2.705], [3.123, 7.371, -3.919], [2.654, 6.869, -5.070], [4.433, 7.128, -3.791], [2.877, 8.672, -3.931], [2.080, 6.693, -2.448], [2.206, 5.235, -2.405], [2.787, 7.309, -1.331], [0.722, 7.169, -2.630], [-3.142, 8.896, 1.175], [-2.619, 8.375, 2.302], [-3.694, 7.905, 0.461], [-4.115, 9.756, 1.431], [-1.662, 9.666, 0.225], [-0.647, 9.904, 1.203], [-1.261, 8.714, -0.819], [-2.202, 10.857, -0.407], [-5.615, 8.512, -4.085], [-6.954, 8.480, -4.034], [-5.266, 7.529, -4.933], [-5.179, 9.665, -4.591], [-4.823, 8.122, -2.405], [-5.689, 7.079, -1.889], [-3.457, 7.668, -2.703], [-4.899, 9.385, -1.701], [-0.452, 10.633, -4.183], [0.242, 9.212, -4.465], [0.056, 10.525, -2.640], [0.959, 11.366, -4.593], [-1.254, 12.031, -3.938], [-0.972, 10.840, -5.704], [-1.800, 9.787, -3.741], [-1.557, 4.868, -0.119], [-1.489, 5.935, 1.089], [-3.087, 4.394, 0.354], [-2.265, 5.985, -1.136], [-1.588, 3.810, -1.340], [-0.093, 5.317, -0.593], [-0.920, 3.680, 0.829], [-1.523, 5.776, -5.435], [0.061, 6.059, -5.308], [-1.880, 7.383, -5.392], [-1.488, 5.811, -7.056], [-3.145, 5.571, -5.442], [-1.113, 4.196, -5.572], [-1.568, 5.680, -3.804]]}